No. 1
Computed, not measured: a structure of composition C40H85FN2O7SbSi in a non-equilibrium geometry, with wB97M-V/def2-TZVPD.

Calculated total energy   -2840.6332 Eh
Gap between HOMO and LUMO   5.257 eV
Net charge   -1
2S+1   1
LUMO energy   1.94 eV

```
137
C40H85FN2O7SbSi, DFT wB97M-V/def2-TZVPD
C 2.317 -5.281 4.714
O 1.335 -4.343 4.297
C 0.832 -4.743 3.017
C 0.561 -3.548 2.090
C 0.414 -4.106 0.643
C 1.192 -3.269 -0.396
Sb 3.403 -3.469 -0.305
C 3.622 -3.167 -2.532
C 3.125 -1.822 -2.997
F 3.774 -1.344 -4.162
C 3.357 -5.666 -0.642
C 2.224 -6.215 -1.519
O 1.548 -7.263 -0.790
C 0.345 -7.670 -1.416
C -0.831 -7.413 -0.436
O -1.905 -6.726 -1.084
C -2.506 -5.748 -0.350
C -2.941 -4.626 -1.022
C -3.546 -3.612 -0.338
C -3.730 -3.604 1.033
C -4.414 -2.451 1.771
C -4.331 -2.589 3.313
C -5.955 -2.655 1.462
C -4.069 -1.033 1.249
C -2.610 -0.545 1.304
C -1.651 -1.158 0.248
C -1.915 -0.637 2.689
C -2.657 0.980 0.960
C -3.300 -4.735 1.703
C -2.721 -5.778 1.011
Si 5.953 -3.398 0.095
C 6.236 -2.698 1.856
C 6.724 -2.124 -1.091
C 6.802 -5.101 0.061
H 2.431 -5.227 5.804
H 3.274 -5.016 4.240
H 2.036 -6.317 4.480
H 1.601 -5.346 2.516
H -0.103 -5.319 3.125
H 1.357 -2.805 2.132
H -0.407 -3.123 2.388
H -0.647 -4.059 0.360
H 0.768 -5.145 0.597
H 0.939 -2.212 -0.208
H 0.854 -3.450 -1.430
H 3.476 -1.674 -0.149
H 3.246 -3.653 1.472
H 3.074 -3.962 -3.063
H 4.681 -3.313 -2.787
H 3.270 -1.050 -2.227
H 2.037 -1.865 -3.162
H 3.313 -6.148 0.343
H 4.300 -5.956 -1.123
H 1.530 -5.464 -1.920
H 2.675 -6.714 -2.399
H 0.159 -7.151 -2.363
H 0.407 -8.761 -1.539
H -1.233 -8.366 -0.058
H -0.407 -6.891 0.427
H -2.816 -4.548 -2.099
H -3.898 -2.751 -0.905
H -4.559 -1.638 3.800
H -4.999 -3.402 3.616
H -3.317 -2.891 3.605
H -6.158 -2.335 0.434
H -6.127 -3.736 1.511
H -6.546 -2.122 2.212
H -4.677 -0.317 1.827
H -4.453 -0.961 0.220
H -1.243 -2.120 0.567
H -0.863 -0.434 0.016
H -2.224 -1.296 -0.678
H -1.289 -1.523 2.807
H -1.259 0.235 2.802
H -2.657 -0.540 3.491
H -1.678 1.438 1.124
H -2.973 1.124 -0.082
H -3.405 1.464 1.606
H -3.413 -4.871 2.773
H -2.412 -6.674 1.550
H 5.318 -2.170 2.156
H 7.080 -2.000 1.902
H 6.362 -3.517 2.575
H 6.034 -1.268 -1.106
H 6.879 -2.476 -2.115
H 7.645 -1.742 -0.627
H 6.265 -5.879 0.610
H 7.854 -4.999 0.362
H 6.828 -5.431 -0.991
C -1.663 5.256 -2.270
O -0.963 4.940 -3.463
C 0.451 5.056 -3.338
C 1.113 3.697 -3.440
N 0.828 2.889 -2.261
C 1.236 1.488 -2.383
C 0.519 0.633 -3.424
O -0.854 0.410 -3.139
C -1.735 1.406 -3.618
H -2.730 5.251 -2.498
H -1.473 4.510 -1.492
H -1.390 6.244 -1.904
H 0.736 5.566 -2.413
H 0.793 5.673 -4.175
H 2.196 3.829 -3.531
H 0.747 3.217 -4.358
H -0.167 2.916 -2.080
H 1.069 1.028 -1.406
H 2.313 1.447 -2.569
H 0.989 -0.354 -3.403
H 0.649 1.009 -4.445
H -1.375 1.870 -4.541
H -1.910 2.174 -2.859
H -2.696 0.930 -3.823
C 0.136 11.061 3.064
O -1.249 11.108 2.775
C -1.596 12.081 1.796
C -2.090 11.413 0.528
N -1.000 10.742 -0.170
C -1.436 9.887 -1.272
C -2.275 8.659 -0.926
O -1.575 7.672 -0.187
C -1.594 7.854 1.220
H 0.279 10.375 3.899
H 0.710 10.688 2.210
H 0.511 12.047 3.355
H -0.766 12.762 1.587
H -2.414 12.675 2.216
H -2.525 12.170 -0.131
H -2.882 10.707 0.812
H -0.488 10.173 0.492
H -0.530 9.537 -1.774
H -1.981 10.498 -1.998
H -2.547 8.181 -1.872
H -3.220 8.917 -0.435
H -2.513 8.335 1.562
H -0.725 8.429 1.550
H -1.525 6.869 1.683
```

Results of the Löwdin charge analysis, in e, for atoms 1 through 5:
1 C -0.13
2 O -0.19
3 C -0.24
4 C -0.18
5 C -0.28

=====

No. 2
Computed, not measured: a cluster of 13 separate species, C40H86Cl8N2O23 in total in a non-equilibrium geometry, with wB97M-V/def2-TZVPD.

Calculated total energy   -7097.2971 Eh
Gap between HOMO and LUMO   9.415 eV
2S+1   1
LUMO energy   0.42 eV

```
159
C40H86Cl8N2O23, DFT wB97M-V/def2-TZVPD
C -4.808 2.628 4.426
C -3.332 2.434 4.089
C -2.747 3.696 3.466
O -1.549 3.521 2.726
C -0.392 3.547 3.519
N -2.597 2.020 5.277
H -5.246 1.803 4.991
H -5.450 2.743 3.546
H -4.975 3.506 5.061
H -3.238 1.690 3.291
H -2.677 4.493 4.219
H -3.421 4.085 2.700
H -0.175 4.504 4.006
H 0.486 3.247 2.931
H -0.352 2.772 4.295
H -2.706 2.704 6.021
H -2.928 1.150 5.677
C -0.691 -0.241 -1.100
C -0.216 0.314 0.231
C 1.223 0.798 0.270
O 2.172 -0.207 -0.025
C 2.439 -1.054 1.069
N -1.087 1.493 0.440
H -1.745 -0.486 -1.199
H -0.062 -1.123 -1.281
H -0.423 0.422 -1.924
H -0.326 -0.444 1.019
H 1.440 1.201 1.270
H 1.400 1.608 -0.439
H 1.542 -1.483 1.520
H 3.010 -0.527 1.839
H 3.033 -1.886 0.703
H -2.061 1.227 0.298
H -1.045 1.876 1.383
C 3.005 -5.595 4.088
C 2.991 -6.348 2.764
O 4.094 -5.913 1.968
C 3.883 -4.850 1.203
O 2.833 -4.281 1.117
O 4.970 -4.476 0.550
C 6.151 -5.286 0.626
H 4.020 -5.452 4.457
H 2.376 -6.074 4.832
H 2.675 -4.579 3.862
H 2.017 -6.240 2.294
H 3.142 -7.421 2.867
H 6.971 -4.664 0.292
H 5.988 -6.160 -0.002
H 6.336 -5.627 1.641
C -5.382 -2.238 0.817
C -4.584 -0.968 0.592
O -5.423 0.113 1.023
C -4.994 1.339 0.746
O -3.965 1.634 0.210
O -5.974 2.167 1.093
C -5.870 3.546 0.792
H -4.805 -3.141 0.606
H -6.257 -2.239 0.169
H -5.675 -2.381 1.858
H -4.180 -0.937 -0.420
H -3.721 -0.929 1.273
H -6.780 3.986 1.199
H -5.841 3.795 -0.268
H -5.065 4.110 1.266
C 1.183 -3.737 -1.901
C 2.122 -2.867 -2.689
O 1.769 -2.795 -4.077
C 2.407 -1.912 -4.808
O 3.320 -1.225 -4.479
O 1.866 -1.948 -6.027
C 2.106 -0.810 -6.830
H 1.592 -4.002 -0.923
H 1.025 -4.716 -2.361
H 0.229 -3.243 -1.719
H 3.134 -3.284 -2.666
H 2.155 -1.854 -2.282
H 1.672 -0.930 -7.817
H 3.174 -0.596 -6.939
H 1.728 0.106 -6.368
C -2.475 2.428 -2.862
C -3.900 2.918 -2.876
O -4.019 3.697 -4.066
C -5.142 4.311 -4.335
O -6.217 4.096 -3.829
O -4.943 5.200 -5.294
C -6.054 5.968 -5.691
H -1.768 3.257 -2.886
H -2.315 1.729 -3.680
H -2.257 1.870 -1.951
H -4.264 3.449 -1.995
H -4.580 2.061 -2.901
H -6.857 5.374 -6.136
H -5.691 6.622 -6.478
H -6.549 6.524 -4.896
C 5.247 -0.771 -1.744
C 6.352 0.100 -1.166
O 6.208 1.381 -1.754
C 6.734 2.411 -1.100
O 7.267 2.357 -0.020
O 6.523 3.499 -1.810
C 6.947 4.755 -1.324
H 5.040 -1.664 -1.146
H 5.474 -1.079 -2.762
H 4.279 -0.268 -1.680
H 7.321 -0.367 -1.363
H 6.233 0.148 -0.084
H 6.735 4.855 -0.257
H 6.482 5.511 -1.946
H 8.036 4.871 -1.382
C -1.727 -1.624 -4.168
C -3.066 -1.815 -3.466
O -3.889 -0.688 -3.768
C -5.184 -0.776 -3.431
O -5.646 -1.587 -2.671
O -5.820 0.195 -4.056
C -7.199 0.452 -3.778
H -1.855 -1.274 -5.188
H -1.171 -2.564 -4.172
H -1.068 -0.976 -3.589
H -2.990 -1.908 -2.382
H -3.506 -2.732 -3.863
H -7.808 0.144 -4.620
H -7.282 1.527 -3.616
H -7.473 0.026 -2.813
C 3.105 -0.134 4.107
C 2.364 -0.362 5.398
O 1.164 -1.103 5.245
C 1.176 -2.385 5.530
O 2.082 -3.025 5.962
O -0.037 -2.867 5.280
C -0.236 -4.232 5.576
H 3.993 0.494 4.183
H 2.484 0.346 3.339
H 3.433 -1.029 3.566
H 2.149 0.587 5.883
H 3.008 -0.895 6.106
H -0.131 -4.436 6.645
H 0.479 -4.837 5.025
H -1.236 -4.566 5.315
C 1.935 2.064 -3.262
Cl 0.605 1.401 -4.253
Cl 2.878 3.225 -4.233
H 1.492 2.587 -2.426
H 2.578 1.229 -3.008
C 7.588 -0.291 2.274
Cl 5.868 -0.519 2.623
Cl 8.303 -1.797 1.660
H 7.710 0.533 1.575
H 8.145 -0.064 3.176
C -0.403 -3.547 1.919
Cl -1.352 -3.162 0.473
Cl -0.746 -5.204 2.477
H 0.657 -3.390 1.754
H -0.805 -2.865 2.660
C -1.041 4.546 -0.249
Cl -2.676 5.215 -0.119
Cl -0.007 5.663 -1.163
H -0.556 4.497 0.717
H -1.048 3.566 -0.707
```

Results of the Löwdin charge analysis, in e, for atoms 1 through 5:
1 C -0.06
2 C -0.42
3 C -0.19
4 O -0.22
5 C -0.13